Entry 1:
{"formula": "C5H16N4", "method": "ωB97M-V/def2-TZVPD", "e_tot_ha": -418.9535, "relative_energy_ev": 5.232, "symbols": ["C", "C", "C", "C", "C", "N", "N", "N", "N", "H", "H", "H", "H", "H", "H", "H", "H", "H", "H", "H", "H", "H", "H", "H", "H"], "coordinates": [[0.978, 0.042, -0.280], [-0.542, 2.122, 0.052], [-0.298, -0.072, 0.294], [0.015, -2.313, 0.604], [-0.492, -3.072, -0.598], [1.993, 0.597, 0.413], [1.196, -0.359, -1.554], [-1.951, 2.427, -0.071], [0.071, 2.589, 1.279], [0.002, 2.508, -0.809], [1.690, 1.347, 1.044], [2.867, 0.759, -0.063], [2.135, -0.363, -1.918], [0.594, -1.086, -1.907], [-2.518, 1.801, 0.500], [-2.264, 2.316, -1.030], [-0.407, 2.194, 2.085], [0.012, 3.603, 1.388], [-0.418, 0.058, 1.354], [-1.155, -0.320, -0.312], [1.040, -2.555, 0.888], [-0.646, -2.382, 1.470], [0.259, -3.118, -1.399], [-1.394, -2.605, -1.025], [-0.768, -4.121, -0.405]], "atomic_forces_ev_per_a": [[-0.21, -0.06, 0.07], [-0.06, 0.02, 0.10], [0.25, 0.08, -0.14], [-0.02, -0.03, 0.01], [-0.02, -0.01, -0.08], [0.01, 0.10, 0.05], [0.03, -0.02, -0.04], [0.07, -0.06, 0.04], [-0.08, 0.01, 0.03], [-0.01, -0.02, -0.01], [0.02, -0.13, -0.10], [-0.08, -0.04, 0.00], [-0.05, 0.02, 0.07], [0.00, 0.03, 0.05], [0.04, 0.05, -0.05], [0.04, 0.00, 0.06], [0.00, 0.02, -0.06], [-0.03, -0.12, -0.06], [0.03, 0.05, 0.04], [0.02, -0.03, -0.04], [-0.01, 0.02, -0.02], [0.01, 0.03, -0.03], [-0.04, 0.00, 0.05], [0.06, -0.02, 0.03], [0.03, 0.11, 0.02]], "lowdin_charge": [-0.50, -0.40, -0.07, -0.20, -0.23, 0.16, 0.17, 0.00, -0.03, 0.09, 0.08, 0.10, 0.11, 0.09, 0.05, 0.06, 0.06, 0.07, 0.08, 0.08, 0.04, 0.04, 0.05, 0.05, 0.05]}

=====

Entry 2:
{"formula": "C34H39ClN4O2P2Re", "method": "ωB97M-V/def2-TZVPD", "e_tot_ha": -2908.8989, "relative_energy_ev": 0.452, "total_charge": 2, "multiplicity": 4, "symbols": ["Re", "C", "C", "C", "C", "C", "C", "C", "C", "C", "H", "H", "H", "H", "H", "H", "H", "H", "H", "H", "H", "H", "H", "H", "H", "P", "P", "N", "N", "N", "N", "C", "C", "C", "C", "C", "C", "C", "C", "C", "C", "C", "C", "C", "C", "C", "C", "C", "C", "H", "H", "H", "H", "H", "H", "H", "H", "H", "H", "H", "H", "H", "H", "H", "H", "H", "H", "H", "H", "Cl", "C", "C", "C", "C", "C", "C", "C", "O", "O", "H", "H", "H", "H"], "coordinates": [[0.038, 0.018, -0.091], [-1.206, 1.798, -0.600], [-1.523, 0.659, -1.398], [-1.113, 0.576, -2.866], [0.249, -0.086, -3.108], [1.100, -0.138, -1.866], [1.471, 1.060, -1.136], [1.048, 2.467, -1.575], [-0.306, 2.930, -1.025], [1.458, -1.291, 0.690], [-1.938, 2.089, 0.165], [-2.443, 0.122, -1.126], [-1.084, 1.594, -3.289], [-1.899, 0.033, -3.412], [0.115, -1.128, -3.461], [0.748, 0.438, -3.943], [1.783, -0.998, -1.836], [2.452, 1.055, -0.644], [1.016, 2.526, -2.671], [1.827, 3.183, -1.261], [-0.177, 3.595, -0.150], [-0.776, 3.575, -1.795], [1.571, -1.206, 1.778], [2.442, -1.212, 0.216], [1.039, -2.287, 0.492], [1.296, -1.122, -8.313], [-1.733, -0.656, -7.959], [2.736, -0.163, -8.317], [2.031, -2.430, -9.401], [-1.983, 1.081, -7.780], [-3.403, -1.014, -8.442], [0.431, -0.228, -9.699], [-1.063, -0.592, -9.702], [3.172, 0.474, -7.142], [4.199, 1.336, -7.471], [4.433, 1.225, -8.884], [3.521, 0.298, -9.382], [2.199, -3.744, -8.950], [2.667, -4.532, -9.999], [2.796, -3.683, -11.144], [2.409, -2.404, -10.743], [-1.814, 1.712, -6.539], [-1.937, 3.081, -6.713], [-2.191, 3.317, -8.098], [-2.218, 2.079, -8.728], [-4.305, -0.313, -9.254], [-5.391, -1.138, -9.534], [-5.139, -2.401, -8.896], [-3.923, -2.306, -8.247], [0.858, -0.501, -10.672], [0.578, 0.856, -9.547], [-1.626, 0.147, -10.285], [-1.239, -1.583, -10.161], [2.673, 0.253, -6.210], [4.725, 1.987, -6.787], [5.169, 1.761, -9.461], [3.367, -0.054, -10.388], [1.981, -3.990, -7.924], [2.903, -5.586, -9.955], [3.136, -3.960, -12.133], [2.393, -1.495, -11.327], [-1.632, 1.113, -5.659], [-1.865, 3.834, -5.935], [-2.351, 4.274, -8.582], [-2.403, 1.843, -9.769], [-4.112, 0.703, -9.558], [-6.258, -0.872, -10.120], [-5.785, -3.269, -8.920], [-3.359, -3.021, -7.665], [-1.819, 0.926, 8.264], [-1.671, 0.548, 6.596], [-1.892, -0.764, 6.140], [-1.753, -1.055, 4.776], [-1.386, -0.055, 3.872], [-1.183, 1.239, 4.324], [-1.330, 1.557, 5.680], [-1.185, -0.366, 2.401], [-1.525, -1.437, 1.868], [-0.532, 0.583, 1.755], [-2.169, -1.524, 6.865], [-1.912, -2.072, 4.422], [-0.886, 2.015, 3.621], [-1.178, 2.575, 6.033]], "atomic_forces_ev_per_a": [[0.54, -1.39, 4.74], [-2.16, 1.47, -1.88], [-0.63, 0.75, -0.62], [-0.12, 0.37, -0.56], [-0.15, -0.40, -0.85], [0.60, -0.53, -0.52], [0.81, 0.58, -0.34], [0.47, 0.27, -0.36], [0.22, 0.40, 0.48], [0.54, -0.41, -0.41], [0.56, -0.52, 0.13], [0.25, 0.16, 0.11], [-0.20, -0.28, 0.22], [0.19, 0.22, 0.23], [-0.02, 0.49, 0.22], [0.03, -0.17, 0.32], [0.01, 0.58, -0.06], [-0.40, -0.20, 0.00], [0.14, -0.20, 0.16], [-0.34, -0.34, -0.14], [0.02, -0.37, -0.37], [-0.26, -0.44, 0.35], [-0.19, 0.26, -0.18], [-0.11, -0.21, 0.14], [-0.01, -0.11, -0.15], [2.07, 0.62, -1.86], [-2.85, 1.51, -1.62], [0.22, 0.21, 0.67], [-0.40, -1.06, 0.28], [0.72, 0.16, 0.59], [0.09, -0.93, 0.18], [-0.48, -0.27, 0.06], [0.19, -0.11, 0.13], [0.47, 0.36, -0.93], [-0.57, -0.54, -0.15], [-1.17, -1.00, 0.15], [0.46, 0.85, 0.97], [-0.35, 2.33, -0.51], [0.69, 0.50, -2.71], [0.12, -2.19, 1.61], [-0.51, 0.23, 1.48], [-0.08, 0.71, -0.77], [0.04, -0.83, 0.07], [0.00, -1.14, -0.25], [0.24, 0.68, 0.57], [-0.45, -0.89, 0.02], [1.34, 0.17, 0.64], [0.64, 0.36, 0.15], [-0.52, 0.69, -0.52], [-0.02, 0.36, 0.33], [-0.01, -0.43, 0.09], [0.11, -0.44, 0.13], [0.04, 0.36, 0.28], [0.14, 0.07, -0.02], [-0.04, -0.13, -0.07], [0.00, -0.06, 0.00], [0.08, 0.21, 0.13], [-0.04, -0.08, 0.06], [-0.05, 0.11, 0.02], [-0.03, 0.01, 0.15], [-0.06, -0.24, 0.07], [-0.01, 0.07, -0.05], [-0.02, -0.20, -0.17], [0.02, -0.24, 0.11], [0.11, 0.18, 0.31], [-0.15, -0.17, 0.14], [0.10, 0.02, 0.07], [0.14, 0.14, 0.05], [-0.15, 0.00, 0.02], [-0.02, -0.05, -0.03], [0.06, -0.13, -1.10], [0.13, 0.38, -0.33], [-0.12, -0.13, 0.61], [-0.06, -0.38, -0.92], [0.12, 0.60, 0.74], [-0.02, -0.31, -0.16], [-0.82, -2.16, 2.28], [0.78, 2.02, 0.00], [0.19, 0.32, -1.62], [0.07, 0.04, -0.25], [0.00, 0.22, 0.06], [-0.11, -0.12, 0.22], [-0.02, -0.26, -0.09]], "lowdin_charge": [1.75, -0.18, -0.25, -0.18, -0.20, -0.35, -0.28, -0.16, -0.16, -0.20, 0.14, 0.14, 0.11, 0.12, 0.12, 0.11, 0.11, 0.13, 0.12, 0.13, 0.13, 0.15, 0.05, 0.03, 0.05, 1.09, 1.03, -0.31, -0.18, -0.27, -0.28, -0.38, -0.39, -0.14, -0.07, -0.05, -0.13, 0.00, 0.03, 0.04, -0.01, -0.15, -0.09, -0.06, -0.15, -0.13, -0.07, -0.09, -0.17, 0.06, 0.10, 0.07, 0.09, 0.09, 0.10, 0.11, 0.08, 0.13, 0.13, 0.13, 0.12, 0.07, 0.10, 0.11, 0.10, 0.08, 0.10, 0.10, 0.09, 0.73, -0.66, -0.07, 0.00, -0.15, -0.02, -0.07, -0.52, 0.05, -0.19, 0.11, 0.13, 0.12, 0.11]}

=====

Entry 3:
{"formula": "C32H58NO12", "method": "ωB97M-V/def2-TZVPD", "e_tot_ha": -2211.3159, "total_charge": 1, "symbols": ["C", "C", "C", "C", "C", "C", "C", "N", "C", "H", "H", "H", "H", "H", "H", "H", "H", "H", "H", "O", "C", "O", "C", "C", "C", "H", "H", "H", "H", "H", "H", "H", "H", "O", "C", "O", "C", "C", "C", "H", "H", "H", "H", "H", "H", "H", "H", "O", "C", "O", "C", "C", "C", "H", "H", "H", "H", "H", "H", "H", "H", "O", "C", "O", "C", "C", "C", "H", "H", "H", "H", "H", "H", "H", "H", "O", "C", "O", "C", "C", "C", "H", "H", "H", "H", "H", "H", "H", "H", "O", "C", "O", "C", "C", "C", "H", "H", "H", "H", "H", "H", "H", "H"], "coordinates": [[-4.664, 1.477, 3.826], [-4.398, 2.407, 2.758], [-3.183, 2.088, 1.724], [-1.842, 2.091, 2.643], [-1.741, 2.999, 3.924], [-0.415, 2.870, 4.742], [0.682, 1.874, 4.232], [0.528, 1.093, 3.019], [-0.675, 1.157, 2.212], [-4.945, 1.878, 4.866], [-4.580, 0.347, 3.701], [-5.031, 3.358, 2.709], [-3.123, 2.843, 0.872], [-3.308, 1.009, 1.322], [-2.579, 3.713, 4.256], [-0.277, 3.483, 5.703], [1.673, 1.764, 4.803], [1.290, 0.457, 2.711], [-0.769, 0.525, 1.269], [-6.113, 2.608, -0.636], [-6.515, 1.471, -0.521], [-6.560, 0.658, -1.591], [-6.827, -0.752, -1.529], [-8.318, -1.024, -1.542], [-7.059, 0.977, 0.790], [-6.324, -1.211, -0.674], [-6.375, -1.189, -2.422], [-8.812, -0.593, -0.669], [-8.514, -2.099, -1.554], [-8.781, -0.572, -2.422], [-8.109, 1.261, 0.876], [-6.492, 1.448, 1.596], [-6.955, -0.097, 0.933], [2.106, -0.094, 0.693], [3.181, 0.468, 0.784], [4.185, 0.143, -0.039], [5.419, 0.876, -0.145], [6.420, 0.411, 0.892], [3.429, 1.462, 1.881], [5.241, 1.954, -0.105], [5.813, 0.668, -1.143], [6.060, 0.590, 1.908], [7.373, 0.929, 0.767], [6.590, -0.665, 0.802], [3.726, 0.930, 2.788], [2.500, 2.002, 2.067], [4.174, 2.216, 1.637], [9.659, -0.847, 0.726], [9.936, -0.907, 1.906], [8.959, -0.910, 2.837], [9.168, -1.179, 4.232], [9.562, 0.081, 4.975], [11.368, -0.884, 2.361], [9.885, -1.991, 4.374], [8.213, -1.541, 4.621], [10.508, 0.484, 4.609], [9.662, -0.117, 6.045], [8.809, 0.860, 4.831], [11.708, 0.152, 2.426], [11.973, -1.414, 1.623], [11.537, -1.386, 3.311], [-1.167, 6.909, -4.054], [-1.962, 6.090, -3.653], [-3.250, 6.154, -4.036], [-4.221, 5.126, -3.782], [-4.852, 5.301, -2.416], [-1.554, 5.047, -2.649], [-3.788, 4.133, -3.920], [-4.991, 5.236, -4.549], [-4.112, 5.211, -1.617], [-5.630, 4.553, -2.252], [-5.295, 6.297, -2.325], [-1.619, 5.470, -1.645], [-0.520, 4.760, -2.852], [-2.140, 4.132, -2.703], [-11.390, -3.173, -4.189], [-10.291, -3.369, -4.652], [-9.369, -2.385, -4.645], [-7.985, -2.564, -4.981], [-7.771, -2.446, -6.476], [-9.958, -4.671, -5.327], [-7.598, -3.502, -4.573], [-7.440, -1.762, -4.476], [-8.309, -3.224, -7.021], [-6.709, -2.524, -6.720], [-8.146, -1.487, -6.840], [-10.290, -4.632, -6.366], [-10.489, -5.472, -4.810], [-8.902, -4.930, -5.287], [9.012, -6.928, -0.470], [8.216, -6.042, -0.266], [8.565, -4.978, 0.483], [7.772, -3.789, 0.621], [6.746, -3.946, 1.724], [6.799, -6.151, -0.759], [7.324, -3.502, -0.334], [8.465, -2.988, 0.887], [6.037, -4.748, 1.503], [6.185, -3.019, 1.864], [7.235, -4.208, 2.666], [6.211, -6.723, -0.039], [6.807, -6.676, -1.715], [6.322, -5.190, -0.943]], "atomic_forces_ev_per_a": [[0.44, 2.17, -1.90], [-0.13, -2.42, 1.99], [-0.60, -0.51, 1.38], [2.07, -0.04, 0.89], [3.74, -2.80, -1.05], [-0.76, -2.15, -3.37], [-2.55, 1.20, -0.59], [-3.15, 2.29, 1.42], [-0.99, 2.60, 2.83], [-0.56, -0.77, -1.99], [0.79, 1.71, 0.35], [1.74, -0.98, 0.27], [-0.04, -1.09, 1.19], [0.24, 1.81, 0.46], [1.51, -1.39, -0.71], [0.01, -1.23, -1.75], [-1.79, 0.07, -1.13], [-0.71, 0.47, -0.02], [0.50, 0.88, 1.58], [-0.01, -0.74, -0.19], [-0.23, 0.41, 0.06], [0.54, 0.29, -0.22], [-0.37, -0.20, 0.06], [-0.13, 0.15, 0.06], [0.40, -0.27, 0.45], [-0.05, 0.13, 0.03], [0.08, 0.31, 0.06], [0.06, -0.12, 0.01], [0.00, 0.08, -0.03], [0.09, -0.15, 0.01], [0.07, -0.05, -0.04], [-0.26, 0.11, -0.19], [-0.23, -0.03, -0.10], [0.31, 0.16, 0.22], [0.44, -0.38, -0.27], [-0.96, -0.06, -0.10], [0.60, 0.14, 0.18], [-0.14, -0.08, 0.16], [-0.03, 0.73, -0.05], [-0.12, -0.09, 0.07], [-0.32, -0.11, 0.08], [0.05, 0.10, -0.03], [-0.06, -0.13, -0.02], [0.11, 0.15, -0.09], [0.11, 0.02, -0.06], [0.21, -0.05, -0.05], [0.15, -0.18, 0.11], [-0.31, -0.06, 1.10], [0.43, 0.31, -0.68], [-0.55, -0.27, -0.37], [0.15, 0.15, 0.25], [0.12, 0.16, -0.07], [0.31, -0.58, 0.08], [0.02, 0.11, -0.10], [0.02, 0.02, -0.30], [-0.01, -0.10, 0.08], [-0.02, 0.00, -0.08], [-0.01, -0.13, 0.05], [-0.03, -0.07, 0.01], [-0.12, 0.26, -0.06], [-0.03, 0.20, 0.09], [-0.73, -0.49, 0.14], [0.42, 0.54, -0.01], [0.07, 0.14, -0.48], [-0.16, -0.02, 0.28], [-0.03, 0.05, 0.13], [0.26, -0.68, -0.11], [0.07, 0.08, 0.07], [0.26, 0.17, -0.02], [-0.04, -0.11, -0.04], [0.10, 0.03, 0.02], [0.01, -0.09, -0.12], [-0.03, -0.01, -0.08], [-0.06, 0.27, 0.09], [-0.15, 0.10, 0.15], [0.95, 0.21, -0.17], [-0.86, -0.24, -0.07], [0.10, 0.42, 0.49], [-0.02, -0.07, -0.29], [-0.08, -0.05, -0.17], [0.29, -0.50, 0.33], [-0.12, -0.03, -0.07], [-0.29, 0.01, 0.05], [0.11, -0.02, 0.07], [-0.06, 0.01, 0.02], [0.09, -0.04, 0.11], [0.04, 0.00, 0.08], [-0.15, 0.20, -0.17], [0.02, 0.10, -0.21], [-0.34, 0.84, 0.31], [0.18, -0.80, -0.12], [0.48, 0.18, 0.00], [-0.11, 0.01, 0.17], [-0.14, -0.19, 0.05], [-0.22, 0.25, -0.59], [-0.01, -0.11, 0.04], [0.06, -0.25, -0.15], [-0.02, 0.10, -0.04], [0.05, -0.02, -0.01], [0.03, 0.10, -0.09], [0.04, 0.05, -0.05], [0.06, -0.14, 0.26], [-0.08, -0.01, 0.21]], "lowdin_charge": [-0.01, -0.18, -0.14, -0.09, 0.06, 0.02, 0.01, 0.04, 0.07, 0.08, 0.08, 0.12, 0.12, 0.13, 0.13, 0.12, 0.14, 0.12, 0.15, 0.08, -0.52, 0.00, -0.23, -0.06, 0.02, 0.11, 0.11, 0.07, 0.09, 0.09, 0.11, 0.05, 0.07, 0.07, -0.51, 0.02, -0.21, -0.06, 0.00, 0.12, 0.13, 0.07, 0.09, 0.07, 0.10, 0.07, 0.08, 0.09, -0.52, -0.02, -0.23, -0.06, 0.02, 0.12, 0.12, 0.07, 0.09, 0.08, 0.10, 0.10, 0.07, 0.10, -0.53, 0.00, -0.23, -0.07, 0.00, 0.11, 0.13, 0.06, 0.06, 0.09, 0.09, 0.09, 0.07, 0.10, -0.52, -0.02, -0.24, -0.06, 0.01, 0.12, 0.10, 0.07, 0.08, 0.09, 0.10, 0.09, 0.07, 0.10, -0.52, 0.00, -0.23, -0.06, 0.01, 0.12, 0.09, 0.07, 0.07, 0.08, 0.10, 0.09, 0.07]}